No. 1
C4H8NS | ωB97M-V/def2-TZVPD

The geometry in XYZ format:
```
14
Properties=species:S:1:pos:R:3:forces:R:3
C -0.57972 -1.46215 0.26652 2.0776 1.8343 2.1152
S -1.58181 -0.63556 -0.95381 0.4295 1.1412 0.3728
C -1.11242 1.02434 -0.26614 -1.8805 -1.1852 0.1373
N 0.27201 0.94574 0.13800 0.0335 -0.7516 0.9561
C 1.27275 0.19508 -0.68495 0.6684 -1.5246 0.2559
C 0.82624 -0.41116 0.54353 -5.3995 -2.4980 -1.6896
H -0.31052 -2.39703 -0.19223 0.4457 -0.4598 0.2460
H -1.01083 -1.59147 1.30830 0.2251 0.0555 -1.4491
H -1.77090 1.17899 0.62231 0.7326 0.3275 -0.6772
H -1.19895 1.78282 -1.03064 -0.3516 0.2022 -0.0441
H 0.52755 1.65502 0.86069 0.4077 -0.2960 -1.4459
H 2.15105 0.66416 -0.48103 2.7611 1.3315 -0.4210
H 1.24016 -0.44392 -1.61595 -1.0254 1.7507 0.6832
H 1.27539 -0.50486 1.48541 0.8760 0.0725 0.9604
```
Positions in Å, forces in eV/Å.

Values from the calculation:
**Largest force on an atom**: 6.2 eV/A
**Net charge**: +1
**E_LUMO**: -3.46 eV
**Frontier orbital gap**: 10.161 eV
**Energy above the lowest of the compared OMol25 structures with the same formula, charge and spin**: 1.6421 eV

No. 2
C3H9N3O2 | ωB97M-V/def2-TZVPD

The geometry in XYZ format:
```
17
Properties=species:S:1:pos:R:3:forces:R:3
C 1.01666 -1.85577 -0.76158 -0.3792 0.1469 0.1346
N 1.29441 -0.52608 -0.23031 0.4393 -0.6104 0.0300
C 1.12083 -0.38177 1.02425 0.3217 -0.2158 -1.0331
N 0.60014 -1.34849 1.87391 0.3290 0.7666 0.0233
H 1.50622 -2.65967 -0.20165 0.0360 0.0954 0.1862
H 1.36151 -1.94370 -1.78815 -0.1141 0.1865 -0.1018
H -0.06348 -2.05569 -0.72843 -0.0099 -0.1608 -0.2162
H 1.50171 0.55908 1.40536 -0.4331 -0.0312 0.6320
H 0.28293 -0.95664 2.74400 -0.1333 -0.1017 0.1654
H -0.09815 -1.91594 1.42352 -0.0852 -0.2235 0.1002
N -1.85953 1.92540 -1.28057 -0.2991 -0.3138 0.0593
C -1.17273 1.84635 -0.07243 0.8059 -0.0292 -0.1553
O -1.63171 1.50377 0.97450 -0.4387 -0.0524 0.4674
O 0.12064 2.21851 -0.17291 -0.4346 0.1339 0.2271
H -2.80743 1.60268 -1.13964 -0.0164 0.0117 -0.1150
H -1.41259 1.40008 -2.02349 0.0285 0.1922 -0.0237
H 0.24059 2.58790 -1.04638 0.3833 0.2055 -0.3803
```
Positions in Å, forces in eV/Å.

Values from the calculation:
**Largest force on an atom**: 1.1 eV/A
**Net charge**: 0
**E_LUMO**: 0.66 eV
**Frontier orbital gap**: 9.647 eV
**Energy above the lowest of the compared OMol25 structures with the same formula, charge and spin**: 1.5894 eV

No. 3
C21H19BrN2O8S | ωB97M-V/def2-TZVPD

The geometry in XYZ format:
```
52
Properties=species:S:1:pos:R:3:forces:R:3
C -6.59538 -2.80468 0.46760 0.2734 0.3046 -0.1228
C -6.06615 -1.38144 0.36907 -0.3080 -0.1625 0.4270
O -4.93472 -1.29964 -0.49949 0.0964 0.0709 -0.2956
C -3.74449 -1.62501 0.03840 0.0976 0.1099 -0.2740
O -3.56885 -1.96036 1.17780 0.0244 -0.1060 0.3130
N -2.78807 -1.49259 -0.93457 -0.3949 0.0143 -0.3972
C -1.41774 -1.67994 -0.83011 0.4858 -0.0944 0.1950
C -0.61862 -1.30781 -1.92232 -0.2026 0.0441 -0.0090
C 0.74224 -1.49092 -1.88719 0.0418 -0.1692 0.2920
C 1.36595 -2.05457 -0.76804 -0.4238 -0.1858 0.2853
C 2.78428 -2.26316 -0.63828 0.4137 -0.1450 0.3227
C 3.70958 -1.81232 -1.73854 0.2167 -0.3945 0.1797
O 3.65836 -0.38291 -1.83472 -0.3457 -0.0334 -0.3892
C 4.55310 0.30725 -1.11779 0.4941 0.3317 0.0777
O 5.49519 -0.17296 -0.55658 0.0343 -0.0212 0.0365
C 4.20021 1.79213 -1.13456 0.3221 -0.1747 0.2075
N 2.78839 2.00893 -0.88073 -0.2741 0.1023 0.7719
S 2.34926 1.57228 0.69836 -0.6799 0.3310 -0.6549
O 3.29750 2.16516 1.58225 0.2212 0.3051 0.0816
O 2.10347 0.16121 0.77074 -0.1106 0.2175 0.0801
C 0.79262 2.44412 0.79511 0.4111 -0.2132 0.0285
C 0.74141 3.68018 1.40831 0.1216 0.0763 0.0954
C -0.46094 4.36983 1.43974 0.0936 -0.1047 -0.0223
C -1.58842 3.82634 0.84657 -0.0290 -0.0898 -0.0463
C -1.50575 2.58458 0.23482 0.0693 -0.0034 -0.0728
Br -3.04041 1.86350 -0.60353 -0.0440 0.0462 0.0403
C -0.31807 1.87289 0.20699 -0.1799 -0.0949 0.0049
C 3.27204 -2.78950 0.50286 -0.0495 0.2001 -0.5818
C 2.41068 -3.16531 1.61293 0.4376 -0.3181 0.4317
O 2.78694 -3.65932 2.64431 -0.1627 0.1896 -0.3237
O 1.07129 -2.94614 1.44993 -0.2066 -0.0621 0.3242
C 0.56002 -2.40571 0.32960 -0.2341 0.4036 -1.1255
C -0.81899 -2.21937 0.29792 0.1116 -0.0876 0.2347
H -5.84611 -3.44750 0.92263 0.0093 -0.0651 0.0492
H -7.49037 -2.81781 1.08260 -0.1167 -0.0288 0.0689
H -6.83752 -3.18634 -0.52128 -0.0684 -0.0528 -0.0689
H -6.80519 -0.71235 -0.07534 0.0992 -0.0451 0.0745
H -5.77864 -1.01537 1.35952 -0.0754 0.0302 -0.1721
H -3.13310 -1.13328 -1.81460 0.0853 -0.0756 0.1848
H -1.08580 -0.87466 -2.79522 -0.0375 0.0450 -0.1044
H 1.33847 -1.18892 -2.73390 0.0569 0.0241 -0.1068
H 3.39843 -2.19442 -2.71368 0.0563 0.0666 0.1199
H 4.73676 -2.11921 -1.52228 -0.2093 -0.0005 -0.1040
H 4.75595 2.29198 -0.33998 0.1415 -0.0996 -0.2299
H 4.46206 2.22774 -2.10289 -0.0232 -0.0597 0.1189
H 2.22156 1.48171 -1.53300 -0.2201 -0.0963 -0.0468
H 1.64016 4.07174 1.85573 0.0706 0.1402 0.0855
H -0.52374 5.33306 1.92146 0.0187 0.0782 0.0497
H -2.52708 4.35938 0.85828 -0.0516 0.0195 -0.0061
H -0.24594 0.89325 -0.24035 -0.1060 -0.1336 -0.0910
H 4.32857 -2.93437 0.66337 0.0788 -0.0021 0.0107
H -1.40598 -2.49658 1.15682 -0.0290 -0.0313 0.0534
```
Positions in Å, forces in eV/Å.

Values from the calculation:
**Largest force on an atom**: 1.2 eV/A
**Net charge**: 0
**E_LUMO**: 0.06 eV
**Frontier orbital gap**: 8.433 eV
**Energy above the lowest of the compared OMol25 structures with the same formula, charge and spin**: 0.0000 eV